1.
DFT (wB97M-V/def2-TZVPD) results for a 9-piece molecular cluster, C6H28NO9 overall.

Positions of all 44 atoms, in Å:
C (2.303, 1.428, -1.920)
O (2.165, 1.733, -3.306)
C (0.890, 1.182, -1.297)
C (1.053, 1.123, 0.198)
C (1.792, -0.148, 0.736)
C (2.591, -2.435, 0.092)
C (1.908, -1.347, -0.230)
N (0.148, 2.388, -1.777)
H (2.842, 2.280, -1.504)
H (2.792, 0.438, -1.884)
H (0.315, 0.471, -1.872)
H (1.292, 2.132, -3.432)
H (0.208, 1.097, 0.846)
H (1.063, -0.596, 1.451)
H (2.769, 0.096, 1.146)
H (3.315, -2.578, 0.898)
H (2.730, -3.326, -0.542)
H (1.416, -1.213, -1.175)
H (-0.825, 2.346, -1.504)
H (0.408, 3.272, -1.333)
H (1.642, 1.933, 0.680)
H (1.581, 2.051, 3.153)
O (2.358, 1.761, 3.656)
H (-2.943, 1.429, -0.828)
H (-3.628, 0.594, 2.154)
O (-2.146, 1.059, -0.425)
H (-3.127, -1.668, -0.476)
H (-2.338, -0.358, -0.642)
O (-2.235, -1.432, -0.761)
H (-1.690, -4.166, 0.079)
H (-1.359, -2.606, 0.097)
O (-1.273, -3.467, 0.595)
H (-1.745, -2.851, 2.190)
H (-1.779, -1.563, 3.103)
O (-1.796, -2.525, 3.108)
H (-1.118, -2.675, -2.952)
H (-1.410, -1.355, -2.218)
O (-1.000, -1.726, -3.044)
H (-2.599, 0.285, 0.989)
H (2.343, 0.848, 3.331)
O (-2.980, -0.038, 1.849)
H (-0.198, 3.107, 1.154)
H (-1.573, 2.255, 0.758)
O (-1.008, 2.695, 1.439)

## Properties
HOMO in eV: -6.539
2S+1: 1
Charge: -1
Energy relative to the best compared isomer or geometry (same formula, charge and spin) in kcal/mol: 37.13

List of Löwdin charges in e, atom by atom: number 1, C, carries -0.209; number 2, O, carries -0.109; number 3, C, carries -0.342; number 4, C, carries -0.185; number 5, C, carries -0.172; number 6, C, carries -0.023; number 7, C, carries -0.174; number 8, N, carries 0.015; number 9, H, carries 0.117; number 10, H, carries 0.113; number 11, H, carries 0.129; number 12, H, carries 0.053; number 13, H, carries 0.063; number 14, H, carries 0.123; number 15, H, carries 0.101; number 16, H, carries 0.051; number 17, H, carries 0.049; number 18, H, carries 0.083; number 19, H, carries 0.038; number 20, H, carries 0.080; number 21, H, carries 0.113; number 22, H, carries 0.026; number 23, O, carries -0.066; number 24, H, carries 0.008; number 25, H, carries 0.024; number 26, O, carries -0.341; number 27, H, carries 0.064; number 28, H, carries 0.016; number 29, O, carries -0.167; number 30, H, carries 0.044; number 31, H, carries 0.019; number 32, O, carries -0.094; number 33, H, carries -0.027; number 34, H, carries -0.005; number 35, O, carries -0.106; number 36, H, carries 0.014; number 37, H, carries -0.012; number 38, O, carries -0.105; number 39, H, carries -0.025; number 40, H, carries 0.022; number 41, O, carries -0.090; number 42, H, carries -0.002; number 43, H, carries -0.005; number 44, O, carries -0.109

***

2.
DFT (wB97M-V/def2-TZVPD) results for C6H28O8 as an isolated structure.

Positions of all 42 atoms, in Å:
O (29.447, -26.406, 16.594)
H (30.147, -27.053, 16.507)
H (29.789, -25.623, 16.162)
O (29.809, -25.211, 18.204)
H (29.629, -25.758, 17.440)
H (30.679, -24.848, 18.039)
O (25.945, -25.294, 15.702)
H (25.453, -25.092, 16.497)
H (25.275, -25.426, 15.031)
O (27.318, -26.840, 16.914)
H (28.236, -26.591, 16.809)
H (26.845, -26.272, 16.305)
O (28.078, -28.804, 16.917)
H (27.778, -27.921, 16.701)
H (28.051, -28.840, 17.873)
O (26.402, -25.845, 18.655)
H (27.213, -25.419, 18.931)
H (26.650, -26.361, 17.888)
C (24.740, -27.772, 18.371)
C (24.541, -27.382, 16.857)
C (25.260, -28.360, 15.911)
O (23.133, -27.311, 16.656)
H (24.554, -28.829, 18.565)
H (24.097, -27.074, 18.907)
H (25.745, -27.585, 18.748)
H (24.943, -26.376, 16.737)
H (25.084, -29.428, 16.037)
H (26.345, -28.328, 16.013)
H (25.013, -28.201, 14.861)
H (22.914, -28.238, 16.532)
C (29.307, -29.067, 20.485)
C (28.288, -28.272, 19.685)
C (29.057, -27.247, 18.770)
O (27.575, -29.119, 18.846)
H (28.904, -29.823, 21.159)
H (29.612, -28.264, 21.156)
H (30.251, -29.261, 19.976)
H (27.573, -27.727, 20.302)
H (28.280, -26.757, 18.183)
H (29.722, -27.747, 18.066)
H (29.539, -26.465, 19.357)
H (27.778, -30.009, 19.144)

## Properties
HOMO in eV: -8.433
2S+1: 1
Charge: 0
Energy relative to the best compared isomer or geometry (same formula, charge and spin) in kcal/mol: 332.25

List of Löwdin charges in e, atom by atom: number 1, O, carries 0.132; number 2, H, carries 0.169; number 3, H, carries 0.179; number 4, O, carries -0.080; number 5, H, carries -0.267; number 6, H, carries 0.062; number 7, O, carries 0.003; number 8, H, carries 0.070; number 9, H, carries 0.101; number 10, O, carries -0.073; number 11, H, carries -0.064; number 12, H, carries 0.021; number 13, O, carries -0.082; number 14, H, carries -0.168; number 15, H, carries -0.221; number 16, O, carries -0.072; number 17, H, carries 0.053; number 18, H, carries -0.131; number 19, C, carries -0.032; number 20, C, carries -0.442; number 21, C, carries -0.032; number 22, O, carries -0.046; number 23, H, carries 0.084; number 24, H, carries 0.086; number 25, H, carries 0.036; number 26, H, carries 0.063; number 27, H, carries 0.089; number 28, H, carries 0.054; number 29, H, carries 0.079; number 30, H, carries 0.083; number 31, C, carries -0.039; number 32, C, carries -0.373; number 33, C, carries -0.065; number 34, O, carries 0.027; number 35, H, carries 0.086; number 36, H, carries 0.082; number 37, H, carries 0.091; number 38, H, carries 0.147; number 39, H, carries 0.038; number 40, H, carries 0.103; number 41, H, carries 0.105; number 42, H, carries 0.145

***

3.
DFT (wB97M-V/def2-TZVPD) results for a 9-piece molecular cluster, C6H29NO8 overall.

Positions of all 44 atoms, in Å:
C (1.971, -0.352, -1.894)
C (0.696, 0.310, -1.238)
C (0.565, 1.784, -1.968)
C (0.061, 2.795, -0.855)
C (0.072, 1.975, 0.440)
N (0.852, 0.633, 0.158)
C (0.664, -0.461, 1.099)
H (2.835, 0.130, -1.497)
H (2.002, -1.473, -1.698)
H (2.061, -0.239, -3.014)
H (-0.202, -0.354, -1.506)
H (1.591, 2.056, -2.394)
H (-0.223, 1.821, -2.601)
H (-0.963, 3.060, -1.162)
H (0.551, 3.760, -0.884)
H (0.722, 2.517, 1.287)
H (-0.967, 1.835, 0.930)
H (-0.352, -0.639, 1.467)
H (0.995, -1.375, 0.527)
H (1.219, -0.375, 2.010)
O (-2.954, -1.218, -2.427)
H (-2.185, -0.757, -2.288)
H (-3.626, -0.689, -2.567)
O (0.658, -0.867, 4.264)
H (0.468, -0.178, 4.829)
H (0.704, -0.453, 3.417)
O (4.719, -0.662, -0.174)
H (4.544, -0.153, 0.664)
H (3.972, -1.309, -0.275)
O (-2.661, -3.466, -0.981)
H (-1.927, -3.861, -1.399)
H (-2.806, -2.675, -1.520)
O (-1.875, -0.713, 3.566)
H (-1.473, -1.563, 3.637)
H (-2.724, -0.858, 3.032)
O (3.851, 1.326, 1.430)
H (4.010, 2.100, 0.926)
H (2.976, 0.924, 1.293)
O (-2.730, -1.996, 1.135)
H (-2.190, -2.805, 1.020)
H (-3.433, -2.077, 0.427)
O (-3.023, 1.255, -2.001)
H (-3.440, 2.072, -2.153)
H (-3.003, 1.211, -1.061)

## Properties
HOMO in eV: -8.946
SMILES: C[C@@H]1CCCN1C.O.O.O.O.O.O.O.O
2S+1: 1
Charge: 0
Energy relative to the best compared isomer or geometry (same formula, charge and spin) in kcal/mol: 97.46

List of Löwdin charges in e, atom by atom: number 1, C, carries -0.075; number 2, C, carries -0.339; number 3, C, carries -0.092; number 4, C, carries -0.179; number 5, C, carries -0.133; number 6, N, carries -0.189; number 7, C, carries -0.077; number 8, H, carries 0.037; number 9, H, carries 0.083; number 10, H, carries 0.091; number 11, H, carries 0.134; number 12, H, carries 0.128; number 13, H, carries 0.040; number 14, H, carries 0.082; number 15, H, carries 0.095; number 16, H, carries 0.136; number 17, H, carries 0.122; number 18, H, carries 0.066; number 19, H, carries 0.113; number 20, H, carries 0.044; number 21, O, carries 0.047; number 22, H, carries -0.011; number 23, H, carries -0.031; number 24, O, carries -0.012; number 25, H, carries 0.008; number 26, H, carries -0.033; number 27, O, carries -0.116; number 28, H, carries 0.009; number 29, H, carries 0.034; number 30, O, carries -0.060; number 31, H, carries 0.024; number 32, H, carries -0.012; number 33, O, carries -0.105; number 34, H, carries 0.001; number 35, H, carries 0.059; number 36, O, carries -0.039; number 37, H, carries 0.041; number 38, H, carries 0.028; number 39, O, carries -0.109; number 40, H, carries 0.046; number 41, H, carries 0.057; number 42, O, carries 0.000; number 43, H, carries 0.039; number 44, H, carries 0.047

***

4.
DFT (wB97M-V/def2-TZVPD) results for one molecule with the formula C6H2F4S.

Positions of all 13 atoms, in Å:
F (-1.407, 2.586, -0.012)
C (-0.861, 1.384, -0.041)
C (-1.673, 0.289, -0.110)
C (-1.149, -1.032, -0.006)
F (-1.962, -2.055, 0.160)
C (0.238, -1.169, -0.101)
F (0.791, -2.352, -0.065)
C (1.070, -0.023, -0.103)
S (2.884, -0.132, -0.010)
C (0.543, 1.243, 0.057)
F (1.303, 2.310, 0.088)
H (-2.783, 0.437, -0.230)
H (3.006, -1.485, 0.374)

## Properties
HOMO in eV: -9.132
SMILES: Fc1cc(F)c(F)c(S)c1F
2S+1: 1
Charge: 0
Energy relative to the best compared isomer or geometry (same formula, charge and spin) in kcal/mol: 0.00

List of Löwdin charges in e, atom by atom: number 1, F, carries 0.112; number 2, C, carries -0.236; number 3, C, carries 0.074; number 4, C, carries -0.209; number 5, F, carries 0.119; number 6, C, carries -0.255; number 7, F, carries 0.099; number 8, C, carries -0.418; number 9, S, carries 0.815; number 10, C, carries -0.279; number 11, F, carries 0.106; number 12, H, carries 0.156; number 13, H, carries -0.083

***

5.
DFT (wB97M-V/def2-TZVPD) results for one molecule with the formula C6H2N2O4.

Positions of all 14 atoms, in Å:
O (-1.917, -2.722, -0.280)
N (-1.524, -1.649, 0.143)
O (-2.218, -0.724, 0.561)
C (-0.153, -1.411, 0.149)
C (1.033, -1.365, 0.331)
C (2.217, -0.670, 0.222)
C (2.087, 0.613, -0.219)
C (0.828, 1.142, -0.273)
C (-0.368, 1.317, -0.203)
N (-1.688, 1.700, -0.103)
O (-2.228, 1.748, -1.202)
O (-2.173, 1.906, 0.979)
H (3.198, -1.190, 0.253)
H (2.906, 1.305, -0.358)

## Properties
HOMO in eV: -10.019
SMILES: O=[N+]([O-])C#C/C=C\C#C[N+](=O)[O-]
2S+1: 1
Charge: 0
Energy relative to the best compared isomer or geometry (same formula, charge and spin) in kcal/mol: 34.50

List of Löwdin charges in e, atom by atom: number 1, O, carries 0.124; number 2, N, carries -0.356; number 3, O, carries 0.093; number 4, C, carries 0.080; number 5, C, carries 0.020; number 6, C, carries -0.069; number 7, C, carries -0.065; number 8, C, carries 0.024; number 9, C, carries 0.082; number 10, N, carries -0.423; number 11, O, carries 0.109; number 12, O, carries 0.126; number 13, H, carries 0.130; number 14, H, carries 0.124

***

6.
DFT (wB97M-V/def2-TZVPD) results for an isolated ion of composition C6H2NO2 and charge -1.

Positions of all 11 atoms, in Å:
C (-0.435, -0.307, 0.248)
C (0.161, 0.926, 0.416)
C (-1.749, -0.376, -0.114)
C (-2.889, -0.103, -0.469)
C (-1.295, 2.779, -0.495)
C (-4.378, -0.237, -0.144)
N (-0.569, 1.957, -0.058)
O (-5.147, -0.765, -0.914)
O (-4.504, 0.293, 1.022)
H (0.077, -1.293, 0.423)
H (1.297, 1.193, 0.564)

## Properties
HOMO (alpha / beta) in eV: -4.359 / -4.360
2S+1: 1
Charge: -1

List of Löwdin charges in e, atom by atom: number 1, C, carries -0.136; number 2, C, carries -0.193; number 3, C, carries -0.097; number 4, C, carries 0.116; number 5, C, carries 0.042; number 6, C, carries -0.756; number 7, N, carries -0.119; number 8, O, carries -0.018; number 9, O, carries -0.084; number 10, H, carries 0.112; number 11, H, carries 0.134

***

7.
DFT (wB97M-V/def2-TZVPD) results for a 9-piece molecular cluster, C6H30O9 overall.

Positions of all 45 atoms, in Å:
O (-4.813, 0.099, -0.538)
H (-5.588, -0.063, -1.076)
H (-4.080, -0.206, -1.074)
O (-2.145, 2.111, 2.739)
H (-1.915, 1.292, 2.299)
H (-3.053, 2.273, 2.485)
O (-1.824, -2.119, 3.364)
H (-1.001, -1.848, 3.772)
H (-1.880, -1.595, 2.565)
O (0.645, -2.640, 1.312)
H (0.945, -2.934, 2.172)
H (-0.002, -3.295, 1.047)
O (2.995, -1.322, 0.426)
H (3.519, -2.121, 0.486)
H (2.120, -1.586, 0.709)
O (-1.347, -0.200, 1.132)
H (-0.596, -0.688, 0.797)
H (-2.038, -0.348, 0.486)
O (-2.847, -2.272, -0.662)
H (-2.274, -2.803, -0.109)
H (-3.405, -2.908, -1.110)
C (0.009, -1.286, -2.031)
C (0.569, -0.401, -3.143)
C (2.065, -0.573, -3.386)
O (-0.071, -0.805, -4.365)
H (-1.021, -1.034, -1.781)
H (0.529, -1.196, -1.078)
H (0.177, -2.314, -2.351)
H (0.314, 0.613, -2.833)
H (2.395, -0.069, -4.294)
H (2.257, -1.644, -3.447)
H (2.664, -0.230, -2.542)
H (0.219, -0.237, -5.083)
C (2.044, 2.285, 0.058)
C (1.312, 3.030, 1.151)
C (1.273, 2.207, 2.436)
O (2.003, 4.262, 1.429)
H (1.870, 2.881, -0.838)
H (1.594, 1.307, -0.112)
H (3.117, 2.150, 0.196)
H (0.300, 3.303, 0.851)
H (2.243, 2.142, 2.930)
H (0.839, 1.242, 2.175)
H (0.573, 2.669, 3.132)
H (1.314, 4.872, 1.703)

## Properties
HOMO (alpha / beta) in eV: -12.594 / -12.591
2S+1: 2
Charge: +1
⟨S²⟩: 0.7543
Energy relative to the best compared isomer or geometry (same formula, charge and spin) in kcal/mol: 0.66

List of Löwdin charges in e, atom by atom: number 1, O, carries -0.053; number 2, H, carries 0.039; number 3, H, carries 0.001; number 4, O, carries -0.053; number 5, H, carries -0.022; number 6, H, carries 0.044; number 7, O, carries -0.046; number 8, H, carries 0.027; number 9, H, carries -0.019; number 10, O, carries -0.035; number 11, H, carries 0.069; number 12, H, carries 0.063; number 13, O, carries -0.062; number 14, H, carries 0.043; number 15, H, carries -0.036; number 16, O, carries -0.041; number 17, H, carries 0.011; number 18, H, carries 0.039; number 19, O, carries -0.034; number 20, H, carries 0.036; number 21, H, carries 0.063; number 22, C, carries -0.055; number 23, C, carries -0.483; number 24, C, carries -0.050; number 25, O, carries -0.044; number 26, H, carries 0.056; number 27, H, carries 0.044; number 28, H, carries 0.097; number 29, H, carries 0.122; number 30, H, carries 0.082; number 31, H, carries 0.088; number 32, H, carries 0.065; number 33, H, carries 0.087; number 34, C, carries 0.014; number 35, C, carries -0.343; number 36, C, carries 0.049; number 37, O, carries 0.262; number 38, H, carries 0.109; number 39, H, carries 0.090; number 40, H, carries 0.119; number 41, H, carries 0.174; number 42, H, carries 0.118; number 43, H, carries 0.102; number 44, H, carries 0.100; number 45, H, carries 0.161

***

Number 1: M 258.29 g mol⁻¹, strongest force on any atom 4.00 eV/Å. Number 2: M 228.28 g mol⁻¹, strongest force on any atom 10.71 eV/Å. Number 3: M 243.30 g mol⁻¹, strongest force on any atom 7.25 eV/Å. Number 4: M 182.14 g mol⁻¹, strongest force on any atom 2.73 eV/Å. Number 5: M 166.09 g mol⁻¹, strongest force on any atom 3.20 eV/Å. Number 6: M 120.09 g mol⁻¹, strongest force on any atom 3.32 eV/Å. Number 7: M 246.30 g mol⁻¹, strongest force on any atom 2.78 eV/Å.